Record 1
{
  "formula": "C20H63N5O9",
  "method": "ωB97M-V with the def2-TZVPD basis set",
  "symbols": ["C", "O", "C", "C", "C", "N", "H", "H", "H", "H", "H", "H", "H", "H", "H", "H", "H", "C", "O", "C", "C", "C", "N", "H", "H", "H", "H", "H", "H", "H", "H", "H", "H", "H", "C", "O", "C", "C", "C", "N", "H", "H", "H", "H", "H", "H", "H", "H", "H", "H", "H", "C", "O", "C", "C", "C", "N", "H", "H", "H", "H", "H", "H", "H", "H", "H", "H", "H", "C", "O", "C", "C", "C", "N", "H", "H", "H", "H", "H", "H", "H", "H", "H", "H", "H", "O", "H", "H", "O", "H", "H", "O", "H", "H", "O", "H", "H"],
  "positions_angstrom": [[-5.298778, -2.756435, -3.683852], [-6.067466, -1.666088, -3.392330], [-5.359837, -0.582385, -2.727417], [-5.149606, -1.052735, -1.236564], [-6.475058, -1.537618, -0.594793], [-4.512506, -0.140777, -0.296646], [-5.843475, -3.438497, -4.263297], [-4.938200, -3.291823, -2.819555], [-4.353556, -2.552508, -4.266811], [-4.426609, -0.475540, -3.217552], [-6.061460, 0.311270, -2.704430], [-4.497324, -1.906900, -1.262735], [-6.915905, -2.297426, -1.268224], [-7.197367, -0.656435, -0.528404], [-6.232432, -1.966337, 0.392800], [-5.060559, 0.728842, -0.186195], [-3.612693, 0.036016, -0.726473], [-0.421540, -3.011164, 5.043540], [-1.453995, -2.861982, 4.081661], [-0.915802, -2.660264, 2.779357], [-2.058335, -2.513889, 1.799727], [-1.410998, -2.443352, 0.367683], [-2.815012, -1.259670, 2.068655], [0.260063, -2.202967, 5.163060], [0.059085, -3.991869, 4.915053], [-0.995738, -3.117180, 5.965364], [-0.457757, -1.658288, 2.755042], [-0.153091, -3.469582, 2.537731], [-2.704066, -3.405228, 1.866494], [-0.670257, -3.241684, 0.226243], [-0.996234, -1.468730, 0.186554], [-2.254304, -2.654071, -0.316519], [-3.612723, -1.150403, 1.500979], [-3.200518, -1.293106, 3.004786], [3.994032, -0.390932, 2.758661], [4.165353, -1.606413, 2.022548], [3.049321, -2.145003, 1.377259], [3.445057, -3.383245, 0.618846], [4.044406, -2.907325, -0.721438], [2.329297, -4.261548, 0.332822], [3.754773, 0.464167, 2.134868], [4.958943, -0.254161, 3.180022], [3.192389, -0.563854, 3.481332], [2.264483, -2.437187, 2.064887], [2.537338, -1.392449, 0.720329], [4.294336, -3.880111, 1.204388], [4.526024, -3.741610, -1.187307], [4.771729, -2.155124, -0.554058], [3.178519, -2.457854, -1.239147], [2.639063, -4.799804, -0.495902], [2.246668, -4.901411, 1.122648], [5.282629, 0.181219, -2.662375], [4.576312, 0.638036, -3.748624], [3.399687, 1.464767, -3.503987], [2.276611, 0.725738, -2.804030], [1.875615, -0.569306, -3.494289], [1.236580, 1.721666, -2.596622], [6.274212, -0.143589, -2.855190], [4.717769, -0.641036, -2.212732], [5.399178, 1.012155, -1.944919], [3.625520, 2.402390, -2.889788], [3.047678, 1.823116, -4.512369], [2.646361, 0.459707, -1.784868], [1.281957, -1.171881, -2.844937], [2.791094, -1.052318, -3.806387], [1.341212, -0.449601, -4.430309], [0.406889, 1.224065, -2.064192], [0.795072, 1.905969, -3.516483], [0.157476, 5.719974, 2.345442], [1.354162, 5.013029, 1.980335], [1.314197, 4.779261, 0.610508], [2.435182, 3.916127, 0.124374], [2.331177, 2.458309, 0.471708], [3.630296, 4.616752, 0.621116], [0.076958, 5.949409, 3.411194], [-0.700178, 5.181748, 2.015484], [0.122594, 6.738786, 1.858595], [0.377230, 4.227281, 0.314036], [1.341143, 5.711921, 0.007056], [2.371016, 4.108318, -0.935041], [3.242745, 1.930517, 0.234993], [1.532835, 2.046361, -0.182935], [2.183214, 2.203052, 1.539266], [4.435688, 4.198428, 0.209072], [3.741934, 4.220492, 1.558432], [-2.882107, 2.886539, 1.842661], [-2.567503, 3.473923, 2.545256], [-2.124416, 2.240050, 1.776521], [-1.119609, 0.816493, 1.795657], [-1.674261, -0.008727, 1.908529], [-0.325679, 0.692179, 2.362514], [-2.927279, 3.549327, -0.890669], [-3.805404, 3.699166, -1.172454], [-3.006637, 3.467291, 0.046704], [-1.405377, 0.775688, -1.184558], [-1.823190, 1.661493, -1.149544], [-0.848259, 0.658384, -0.375866]],
  "atomic_forces_ev_per_a": [[2.503, -0.133, -0.289], [-0.505, 1.989, 0.049], [-2.285, -1.213, 1.969], [-1.353, 0.000, 0.310], [-0.136, 0.646, -0.941], [-0.213, 0.383, -0.697], [-1.064, -0.866, -0.846], [-0.005, -0.288, 0.699], [-0.752, 0.335, 0.290], [0.967, 0.783, -0.534], [1.076, -0.941, -0.465], [0.413, -0.523, -0.164], [-0.007, 0.363, 0.617], [0.808, -1.164, 0.168], [-0.389, 0.299, -0.383], [0.638, -0.537, -0.204], [0.383, 0.823, 0.460], [-1.978, -1.739, 0.737], [0.833, 0.308, -0.473], [-0.141, 0.233, 0.521], [0.500, -0.346, -1.124], [-1.739, -1.123, 0.704], [1.526, -0.936, 1.258], [0.645, 0.804, -0.389], [0.409, 0.374, -0.207], [0.307, 0.152, 0.274], [0.665, -0.299, 0.097], [-0.993, 0.897, -0.003], [0.142, 0.202, -0.050], [-0.081, 0.326, 0.099], [0.206, 0.307, -0.173], [0.593, 0.404, -0.132], [-0.968, 0.207, -1.486], [0.264, -0.075, 0.324], [-0.745, -1.441, -0.821], [0.412, 0.245, -0.208], [-1.189, 0.641, 0.145], [2.364, 0.504, -0.384], [-1.441, -0.327, 1.035], [0.396, -0.507, -0.236], [-0.169, 0.093, -0.324], [0.571, 0.399, 0.832], [0.163, 0.351, 0.336], [-0.281, -0.022, 0.824], [0.509, -0.402, 0.081], [-1.104, 0.492, -0.484], [0.046, -0.398, -0.887], [0.722, 0.752, 0.234], [0.577, -0.406, -0.468], [-0.668, 0.084, 0.793], [-0.252, -0.086, -0.408], [-1.329, 0.685, 1.948], [-0.980, 1.247, -1.912], [1.003, 0.415, -0.187], [0.330, 0.033, 0.697], [0.653, 0.622, -0.534], [-2.931, -1.324, 0.551], [0.792, -0.355, -0.972], [0.291, -0.025, 0.426], [-0.099, -0.289, 0.285], [0.090, -1.196, -0.667], [0.490, -0.464, 0.829], [-0.146, 0.075, -0.520], [-0.349, -0.636, 0.459], [0.269, -0.609, 0.246], [-0.364, 0.491, -0.130], [1.923, 1.371, -1.312], [0.358, 0.035, 0.595], [1.063, 1.563, -0.266], [-1.072, 0.584, 0.925], [-1.574, -0.639, -1.322], [0.559, 1.502, 0.656], [-0.650, -0.793, -0.247], [0.284, -0.994, 0.894], [0.461, -0.569, -0.009], [-0.841, -0.560, -0.234], [0.145, -0.941, 0.137], [0.277, 0.593, 0.365], [-0.046, -0.164, 0.572], [0.244, -0.636, -0.642], [0.468, -0.131, -0.471], [0.369, -0.066, 0.721], [-0.380, 0.598, -0.381], [0.820, -0.168, -0.957], [-0.146, 0.780, 0.296], [0.970, -0.108, 0.196], [-0.327, -0.001, -0.203], [-0.772, 0.161, 0.053], [1.436, -0.093, 0.369], [-0.485, 0.088, 0.091], [-0.815, 0.248, -0.589], [1.407, -0.274, -0.961], [-1.400, 0.261, -0.722], [0.114, -0.176, 1.711], [0.379, -0.013, 0.429], [0.342, -0.299, 0.259], [-1.012, 0.545, -0.543]],
  "smiles": "COC[C@H](C)N.COC[C@H](C)N.COC[C@H](C)N.COC[C@H](C)N.COC[C@H](C)N.O.O.O.O",
  "energy_ha": -1750.61320,
  "homo_lumo_gap_ev": 9.460,
  "relative_energy_kj_mol": 171.6,
  "multiplicity": 1
}

***

Record 2
{
  "formula": "C4H13N2O",
  "method": "ωB97M-V with the def2-TZVPD basis set",
  "symbols": ["C", "N", "C", "H", "H", "H", "H", "H", "H", "H", "O", "C", "C", "N", "H", "H", "H", "H", "H", "H"],
  "positions_angstrom": [[1.180137, 0.113007, -0.086681], [2.496597, 0.674323, 0.232267], [3.089661, 1.329284, -1.058131], [0.541974, 0.953306, -0.415635], [1.216347, -0.663927, -0.775914], [0.623092, -0.244755, 0.798897], [3.179408, -0.084810, 0.446997], [3.288383, 0.566999, -1.856649], [4.024067, 1.828642, -0.817340], [2.396161, 2.065851, -1.459559], [-1.931216, -2.473799, 1.430822], [-2.156541, -1.301676, 1.724699], [-2.584644, -0.252317, 0.713332], [-1.972978, -0.456890, -0.602875], [-2.160771, -1.037785, 2.779776], [-3.692090, -0.186843, 0.570550], [-2.256701, 0.731843, 1.082670], [-2.424091, -0.044015, -1.414042], [-1.021373, -0.057230, -0.546472], [-1.835423, -1.459208, -0.746712]],
  "atomic_forces_ev_per_a": [[-0.226, 1.767, 2.035], [1.398, 0.320, -1.883], [-0.574, -1.490, 1.032], [0.381, -0.164, -0.373], [-0.109, -1.454, -1.664], [0.640, -0.098, 0.039], [-1.017, 0.705, -0.006], [-0.196, 0.523, 0.564], [0.008, -0.036, 0.143], [-0.108, -0.014, 0.176], [0.064, -2.535, -1.665], [0.346, 2.341, 0.167], [-1.158, 0.754, 2.466], [1.810, -0.181, -0.462], [-0.115, 0.777, 0.143], [0.220, -0.244, -0.471], [-0.319, -0.291, -0.120], [-0.572, 0.088, -0.119], [-0.286, -0.313, -0.147], [-0.185, -0.453, 0.146]],
  "energy_ha": -344.79165,
  "homo_lumo_gap_ev": [4.558, 8.430],
  "relative_energy_kj_mol": 234.6,
  "multiplicity": 2
}